Model a:
Molecular formula: C6H29NO9
Method: DFT, ωB97M-V/def2-TZVPD

**Gap between HOMO and LUMO**: 0.365 Eh
**SMILES**: CCCC(=O)NCC.O.O.O.O.O.O.O.O
**Net charge**: 0
**M**: 259.3 Da

Geometry (Å):
H: -0.06018 -1.31895 -3.04452
H: -1.18655 2.13238 -1.94390
H: 2.63464 1.41773 0.16931
H: 1.46965 -1.75077 -1.30302
H: -1.49053 -1.55189 1.26246
H: -1.50945 1.91554 2.60761
C: -0.59166 -1.54425 1.88560
O: -0.77377 -0.68175 -3.22692
O: -2.08192 2.55011 2.11274
O: 3.29102 -2.49527 -0.14991
H: -3.19313 0.62684 -0.63664
H: -2.95633 2.99988 -0.68550
H: 0.88983 -3.61158 3.07540
O: -0.64574 0.56112 2.98461
H: 1.61610 -3.07204 -2.03370
O: -0.91659 2.08143 -2.86269
H: -0.19003 -3.34146 0.82225
O: 1.30679 -2.17682 -2.17702
C: 0.42291 -2.50101 1.22239
H: -2.95468 -0.65511 -1.51391
H: 2.13497 -2.54167 2.45908
H: 0.92782 0.11081 0.24556
H: 3.52405 -3.40728 0.04539
H: -0.74072 -1.92103 2.91427
H: 1.49355 2.37044 -0.79563
O: -3.44412 -0.28741 -0.78750
H: 0.00850 2.42943 1.00868
H: -1.33403 1.37393 -3.34317
H: -1.34650 -0.98473 -3.93414
C: -0.17243 -0.05756 2.02225
H: 1.34800 -0.09522 -2.97576
H: -2.13856 2.42755 0.44661
C: 0.96187 1.96402 1.25138
O: -2.36687 2.24530 -0.50147
O: 1.45183 0.74860 -2.53644
C: 1.98319 2.30456 0.17178
H: 1.77379 -4.05662 1.54416
N: 0.63625 0.52461 1.13357
H: 2.57776 3.21705 0.31908
H: 0.54478 1.12765 -2.60532
H: 1.20926 2.26388 2.26134
C: 1.35956 -3.24497 2.13182
H: -2.97279 2.21035 2.21403
H: 0.96515 -2.02296 0.38602
H: 4.00371 -1.92029 0.15592

Charges per atom according to Mulliken partitioning, unit e: atom 1 (H): 0.2834, atom 2 (H): 0.4301, atom 3 (H): 0.2506, atom 4 (H): 0.2388, atom 5 (H): 0.2856, atom 6 (H): 0.3178, atom 7 (C): -0.6126, atom 8 (O): -0.5477, atom 9 (O): -0.7760, atom 10 (O): -0.5053, atom 11 (H): 0.4356, atom 12 (H): 0.2972, atom 13 (H): 0.3840, atom 14 (O): -0.8231, atom 15 (H): 0.3409, atom 16 (O): -0.7368, atom 17 (H): 0.4194, atom 18 (O): -0.7327, atom 19 (C): 0.7201, atom 20 (H): 0.2927, atom 21 (H): 0.2561, atom 22 (H): -0.0037, atom 23 (H): 0.2867, atom 24 (H): 0.2694, atom 25 (H): 0.1852, atom 26 (O): -0.6760, atom 27 (H): 0.1026, atom 28 (H): 0.3048, atom 29 (H): 0.2779, atom 30 (C): 0.7471, atom 31 (H): 0.2186, atom 32 (H): 0.3943, atom 33 (C): -0.1453, atom 34 (O): -0.7482, atom 35 (O): -0.6527, atom 36 (C): -1.1660, atom 37 (H): 0.2973, atom 38 (N): 0.2144, atom 39 (H): 0.3850, atom 40 (H): 0.5212, atom 41 (H): 0.4495, atom 42 (C): -1.3036, atom 43 (H): 0.3392, atom 44 (H): -0.7827, atom 45 (H): 0.2671

Model b:
Molecular formula: C6H29NO9
Method: DFT, ωB97M-V/def2-TZVPD

**Gap between HOMO and LUMO**: 0.328 Eh
**SMILES**: NCCCCCC=O.O.O.O.O.O.O.O.O
**Net charge**: 0
**M**: 259.3 Da

Geometry (Å):
N: -0.93174 -0.99960 3.54254
H: 1.81055 3.09829 -2.63766
H: 1.68828 3.80077 -0.37495
H: -0.21595 1.80369 -3.12876
H: 0.29524 -2.93212 -0.26532
H: -3.16469 2.90416 -1.36044
O: -2.67110 1.02596 1.37917
H: 0.72965 -0.99283 1.39285
C: -0.30511 -2.76969 0.65529
H: -0.46122 0.52538 -4.02214
H: 1.57315 -2.52180 1.68412
H: 3.78748 0.44679 -0.76866
C: -0.28761 -1.24272 -1.74959
O: -2.65582 2.08408 -1.26355
H: -1.99976 -1.58940 1.12887
O: 3.86930 -0.89936 1.09453
O: -0.90776 1.27810 -3.59078
H: -0.79640 -2.94261 3.02382
H: -2.44269 -2.69155 -0.08419
H: -1.94162 1.55019 1.71387
H: 0.64788 -2.33866 3.87277
H: -0.60573 -0.57427 4.38192
H: 2.34438 1.70695 -2.91399
H: -1.10026 -0.37869 2.76922
H: -0.26731 -1.94802 -2.54235
H: 3.59234 -0.66792 1.98915
H: 0.09493 0.84967 0.56703
H: -2.45325 1.90598 -2.19911
H: -2.45417 -1.28446 -1.64714
C: -1.60036 -2.02513 0.22434
O: 1.48448 2.27265 -3.04572
H: 2.98975 -0.96240 0.68972
O: 1.23120 4.13476 -1.14388
C: -1.55689 -1.06314 -0.99206
C: -0.08935 -2.09669 3.07000
O: 0.78765 -0.79152 -1.38291
H: -3.06752 1.34780 0.55894
C: 0.59887 -2.03376 1.69814
H: -1.83656 -0.07714 -0.56153
O: 0.15168 1.41186 1.36283
H: 0.89332 2.01591 1.20362
O: 3.09931 1.09030 -0.96365
H: 0.52049 3.61118 -1.51174
H: 2.25605 0.62592 -1.03037
H: -0.63307 -3.66690 1.17773

Charges per atom according to Mulliken partitioning, unit e: atom 1 (N): -0.4733, atom 2 (H): 0.4193, atom 3 (H): 0.3025, atom 4 (H): 0.4403, atom 5 (H): 0.4927, atom 6 (H): 0.2742, atom 7 (O): -0.5996, atom 8 (H): -0.3865, atom 9 (C): -1.2699, atom 10 (H): 0.2566, atom 11 (H): 0.4296, atom 12 (H): 0.2852, atom 13 (C): -0.5198, atom 14 (O): -0.5968, atom 15 (H): 0.3538, atom 16 (O): -0.6600, atom 17 (O): -0.6794, atom 18 (H): 0.2305, atom 19 (H): 0.3300, atom 20 (H): 0.3159, atom 21 (H): 0.3945, atom 22 (H): 0.2452, atom 23 (H): 0.3033, atom 24 (H): 0.1724, atom 25 (H): 0.4849, atom 26 (H): 0.3428, atom 27 (H): 0.2208, atom 28 (H): 0.2751, atom 29 (H): 0.5350, atom 30 (C): -0.5927, atom 31 (O): -0.7456, atom 32 (H): 0.3254, atom 33 (O): -0.6868, atom 34 (C): 0.6625, atom 35 (C): -0.9461, atom 36 (O): -0.4734, atom 37 (H): 0.2691, atom 38 (C): 0.6592, atom 39 (H): -0.6813, atom 40 (O): -0.5782, atom 41 (H): 0.2299, atom 42 (O): -0.6322, atom 43 (H): 0.3542, atom 44 (H): 0.4450, atom 45 (H): 0.4720

The relative energies come out as model a 0.0; model b 194.9, with values in kJ/mol.

Model a:
Molecular formula: C6H15NO
Method: DFT, ωB97M-V/def2-TZVPD

**Spin multiplicity**: 2
**Gap between HOMO and LUMO (spin up / spin down)**: 0.096 / 0.318 Eh
**Net charge**: -1
**M**: 117.2 Da

Geometry (Å):
H: 2.04059 2.22422 -0.03898
H: -1.15670 2.23328 -2.12529
C: -1.41548 1.57231 -1.41727
N: 0.91872 -0.91707 0.99930
H: 0.98417 -0.47051 -1.82283
C: 0.54707 0.24207 -1.12736
H: 0.77830 1.19796 -1.55797
H: 2.16186 1.77497 1.66776
H: 1.79933 -2.71998 0.38488
H: -1.51986 -0.18799 -0.38821
H: -2.60690 -0.83569 0.96057
H: -1.20714 -0.39997 1.44813
H: -2.56964 1.42988 -1.15003
H: 0.88811 -1.95657 -0.95154
O: -2.17538 -0.47081 1.66793
H: -1.29198 2.27248 -0.43229
C: 1.15293 0.30545 0.25988
H: -1.24211 -0.43895 -2.08744
H: 0.00046 -2.54460 0.40742
C: 1.79183 1.43265 0.64379
H: 1.42019 -1.02025 1.87178
C: -0.92855 0.20145 -1.25666
C: 0.93441 -2.14932 0.14354

Charges per atom according to Mulliken partitioning, unit e: atom 1 (H): 0.3234, atom 2 (H): 0.8092, atom 3 (C): -1.9237, atom 4 (N): 0.5345, atom 5 (H): 1.4093, atom 6 (C): -1.1025, atom 7 (H): 0.2303, atom 8 (H): 0.3204, atom 9 (H): 1.0680, atom 10 (H): -0.8066, atom 11 (H): 0.1469, atom 12 (H): 0.4887, atom 13 (H): 0.3982, atom 14 (H): 0.3402, atom 15 (O): -0.5450, atom 16 (H): 0.1898, atom 17 (C): 0.1779, atom 18 (H): 0.4657, atom 19 (H): 0.4949, atom 20 (C): -1.2808, atom 21 (H): 0.3464, atom 22 (C): 0.0718, atom 23 (C): -3.1569

Model b:
Molecular formula: C6H15NO
Method: DFT, ωB97M-V/def2-TZVPD

**Spin multiplicity**: 2
**Gap between HOMO and LUMO (spin up / spin down)**: 0.219 / 0.208 Eh
**Net charge**: -1
**M**: 117.2 Da

Geometry (Å):
H: -0.57695 0.57631 -1.68373
H: -2.57301 -0.27914 0.37984
O: -3.17592 -2.06920 -0.05194
H: 3.45651 -0.53613 1.42249
H: 1.25070 -1.88602 0.31248
H: -3.88105 -2.67784 0.20437
C: 1.90603 -1.38791 -0.42855
C: -0.22160 0.53049 -0.65027
C: -2.58880 0.80657 0.16786
H: 3.11192 1.18547 1.32689
N: 2.19056 0.00326 -0.13812
H: -3.21308 1.25702 0.94948
H: -0.48103 -0.46347 -0.28284
H: -3.15820 0.90959 -0.75830
C: -1.21133 1.43529 0.14027
H: 1.58118 1.59647 -1.30314
H: 2.82991 -1.95793 -0.48510
H: 1.26175 -1.47188 -1.29007
H: -0.81815 1.52450 1.16353
C: 2.67467 0.19561 1.21832
H: -1.17359 2.47288 -0.21432
C: 1.18926 0.95436 -0.50698
H: 1.92720 0.02247 2.01372

Charges per atom according to Mulliken partitioning, unit e: atom 1 (H): 0.2343, atom 2 (H): 0.3903, atom 3 (O): -1.1249, atom 4 (H): 0.3433, atom 5 (H): 0.4032, atom 6 (H): 0.1130, atom 7 (C): -1.1077, atom 8 (C): -0.2646, atom 9 (C): -1.1395, atom 10 (H): 0.3163, atom 11 (N): 0.0000, atom 12 (H): 0.3458, atom 13 (H): 0.3522, atom 14 (H): 0.2369, atom 15 (C): -0.4167, atom 16 (H): 0.2897, atom 17 (H): 0.3094, atom 18 (H): 0.4029, atom 19 (H): 0.3059, atom 20 (C): -0.9334, atom 21 (H): 0.2973, atom 22 (C): -0.6598, atom 23 (H): 0.3059

The relative energies come out as model a 96.5; model b 0.0, with values in kJ/mol.